Below is one molecule with the formula C3H8N2S at a distorted geometry, with properties calculated with the ωB97M-V functional and the def2-TZVPD basis.

Summary:
Molar mass (g/mol): 104.2
SMILES string: CS/N=C\CN
Frontier orbital gap (eV): 9.6
LUMO level (eV): 1.0
2S+1: 1
ΔE to the lowest compared entry with this formula, charge and spin (kJ/mol): 177.0
Calculated total energy (eV): -17054.8954

Last column: Löwdin charge in e.
Geometry (Å):
C  -0.2554  -1.3834  2.4437  -0.3360
S  -0.4580  -0.2015  1.0302  0.8610
N  0.9012  -0.4721  0.1632  -0.3306
C  1.1192  0.2739  -0.8362  -0.2768
C  0.1452  1.3375  -1.2806  -0.3372
N  -1.0474  0.8477  -1.9212  -0.0008
H  0.7696  -1.5476  2.6687  0.0190
H  -0.6736  -2.3394  2.0847  0.0345
H  -0.7048  -1.0750  3.3369  0.0067
H  2.0310  0.1670  -1.4106  0.1015
H  -0.1621  1.9096  -0.3464  0.1004
H  0.6212  2.0123  -1.9677  0.0955
H  -1.4371  0.1863  -1.2617  0.0124
H  -0.8489  0.2849  -2.7030  0.0506

Below is one molecule with the formula C3H2N2O3 at a distorted geometry, with properties calculated with the ωB97M-V functional and the def2-TZVPD basis.

Summary:
Molar mass (g/mol): 114.1
SMILES string: O=c1nncc(O)o1
Frontier orbital gap (eV): 8.9
LUMO level (eV): -1.2
2S+1: 1
ΔE to the lowest compared entry with this formula, charge and spin (kJ/mol): 464.6
Calculated total energy (eV): -12262.1666

Last column: Löwdin charge in e.
Geometry (Å):
O  -1.7699  -1.7762  0.1258  0.1850
C  -0.8345  -1.1170  -0.0897  -0.3849
N  0.4808  -1.6815  -0.2436  0.0981
N  1.4805  -0.9325  -0.0110  0.0540
C  1.4203  0.5286  -0.0296  -0.0485
C  0.2671  1.2269  0.1907  -0.2090
O  -0.0124  2.6348  0.0156  0.0371
O  -0.9797  0.4399  0.0305  0.0308
H  2.2861  1.0587  -0.0736  0.0666
H  0.9635  3.0211  0.0519  0.1706

Below is a 2-piece molecular cluster, C6H11Br2Cl overall at a distorted geometry, with properties calculated with the ωB97M-V functional and the def2-TZVPD basis.

Summary:
Molar mass (g/mol): 278.4
Frontier orbital gap (spin up / spin down) (eV): 7.7 / 8.1
LUMO level (spin up / spin down) (eV): -0.1 / -0.2
2S+1: 1
Calculated total energy (eV): -159004.0129

Last column: Löwdin charge in e.
Geometry (Å):
C  0.2813  0.2455  -1.9822  -0.1383
C  1.2867  1.4897  -0.0816  -0.1278
C  -0.5805  0.3373  1.9107  -0.1794
C  -1.3244  -2.3821  0.4184  -0.5929
C  0.4803  0.2479  -0.4557  -0.8112
C  -0.7579  0.2662  0.4157  -0.7812
Cl  -2.9882  -2.3225  0.1956  0.5374
Br  1.7463  -1.3219  -0.0455  0.6753
Br  -2.4120  0.8241  -0.2106  0.7946
H  -0.4877  -0.3802  -2.4672  0.0944
H  1.1734  -0.1011  -2.3633  0.0217
H  0.2306  1.2420  -2.3479  0.0723
H  1.4852  1.5163  0.9535  0.0664
H  0.8486  2.3359  -0.3744  0.0448
H  2.1678  1.5899  -0.7069  0.0926
H  -1.2873  -0.3572  2.4239  0.0827
H  -0.6710  1.3542  2.2225  0.0682
H  0.2940  -0.2342  2.2651  0.0700
H  -0.8524  -2.9441  1.2343  0.0279
H  -0.8524  -2.6328  -0.5311  -0.0175

Below is one molecule with the formula C2H3ClOS at a distorted geometry, with properties calculated with the ωB97M-V functional and the def2-TZVPD basis.

Summary:
Molar mass (g/mol): 110.6
SMILES string: O=C(S)CCl
Frontier orbital gap (eV): 10.3
LUMO level (eV): 0.1
2S+1: 1
ΔE to the lowest compared entry with this formula, charge and spin (kJ/mol): 37.6
Calculated total energy (eV): -27527.2077

Last column: Löwdin charge in e.
Geometry (Å):
O  -0.8302  1.6538  -0.2875  0.0102
C  -0.5617  0.5344  0.1114  -0.8578
S  -1.7344  -0.7418  0.0061  0.8635
C  0.7551  0.1582  0.8312  -0.6393
Cl  1.9687  -0.3111  -0.3063  0.6155
H  -2.0232  -0.5523  -1.2242  -0.1456
H  1.1892  0.9895  1.4610  0.0991
H  0.5979  -0.6665  1.5171  0.0543